1.
{"formula": "C11H11N2", "method": "ωB97M-V/def2-TZVPD", "symbols": ["C", "C", "C", "C", "C", "C", "C", "C", "C", "C", "C", "N", "N", "H", "H", "H", "H", "H", "H", "H", "H", "H", "H", "H"], "xyz": [[-2.90872, -1.10907, -0.78274], [-3.70860, -0.30741, -0.00890], [-1.57752, -0.72631, -0.89138], [-3.29619, 0.80484, 0.69392], [1.99736, 2.21040, -0.14156], [2.51804, 1.01915, 0.08031], [-1.05991, 0.38693, -0.22486], [-2.00196, 1.14075, 0.43951], [0.29063, 0.83679, -0.15443], [1.56139, -1.23686, 0.19417], [2.87191, -1.79613, 0.48278], [0.68537, 2.12024, -0.15599], [1.44373, 0.10109, -0.02122], [-3.51529, -1.87500, -1.35427], [-4.72323, -0.55649, -0.04710], [-0.91132, -1.49379, -1.42001], [-3.98220, 1.49083, 1.08370], [2.41023, 3.19237, -0.11109], [3.50053, 0.75571, 0.24947], [0.73217, -1.86524, 0.48695], [2.78561, -2.61867, 1.16178], [3.50852, -1.10695, 1.00913], [3.37964, -2.24959, -0.30094], [-0.00019, 2.88239, -0.26722]], "forces_ev_per_a": [[-0.5613, 0.3624, -0.6181], [-0.4772, -0.2238, 0.0738], [1.4881, -3.1765, -1.1021], [1.2203, 0.2590, -1.4591], [1.5661, 2.3500, 1.0765], [-1.2716, -1.1543, -1.0268], [-1.3717, -0.1107, 0.1252], [0.0875, 0.1230, 0.8042], [1.8273, -0.5383, -0.1032], [-0.1118, -1.0573, 0.3400], [-0.0867, 0.1932, 1.6265], [-3.8575, -0.0099, -0.9605], [-0.5402, 1.2169, 0.5181], [1.7588, 0.5708, 0.5864], [-1.5818, -0.1552, 0.3940], [-0.6475, 1.6073, 0.5394], [-0.9126, 0.6701, 1.0101], [0.6525, 0.2030, -0.1028], [1.5815, -0.6356, 0.1058], [-0.5766, 0.6590, -0.4376], [-0.4534, -0.5489, 0.6049], [0.4944, 0.3491, -0.0204], [1.0518, -0.3645, -1.9984], [0.7214, -0.5887, 0.0242]], "mulliken_charge": [-0.622, -0.114, -0.158, -0.934, -0.595, -0.269, 0.628, -0.365, 0.284, 0.191, -1.302, -0.044, 0.173, 0.323, 0.396, 0.385, 0.408, 0.443, 0.439, 0.457, 0.381, 0.327, 0.309, 0.259], "lumo_ev": [-4.52, -4.36], "molar_mass_g_mol": 171.223, "multiplicity": 1, "total_charge": 1, "energy_ha": -534.8843, "de_lowest_kcal_mol": 105.0}


2.
{"formula": "C12H17BCl3NO", "method": "ωB97M-V/def2-TZVPD", "symbols": ["Cl", "B", "Cl", "Cl", "O", "C", "C", "C", "C", "C", "C", "C", "H", "H", "H", "H", "H", "H", "C", "C", "C", "N", "C", "C", "H", "H", "H", "H", "H", "H", "H", "H", "H", "H", "H"], "xyz": [[3.63991, -2.17516, 2.34301], [2.70514, -0.61404, 2.33253], [3.03961, 0.40554, 3.86178], [3.09824, 0.39914, 0.77506], [1.21858, -0.91319, 2.26220], [0.32916, 0.01663, 2.23306], [-1.06395, -0.32064, 2.35025], [-2.06035, 0.67949, 2.44631], [-3.40415, 0.33617, 2.52398], [-3.78724, -1.01483, 2.53953], [-2.80512, -2.01730, 2.52280], [-1.46316, -1.69083, 2.44775], [0.66613, 1.06186, 2.22383], [-1.74033, 1.72349, 2.48848], [-4.17605, 1.11271, 2.55147], [-4.84812, -1.28818, 2.55686], [-3.09716, -3.07497, 2.55359], [-0.69312, -2.46251, 2.49574], [1.42979, 0.87509, -3.79594], [0.52219, 1.87706, -3.08244], [0.46668, 1.64528, -1.57049], [0.25967, 0.26247, -1.18339], [0.96903, -0.77406, -1.91299], [1.03145, -0.55379, -3.42600], [1.35358, 1.01209, -4.87719], [2.47824, 1.05400, -3.51170], [0.88189, 2.89424, -3.26709], [-0.48927, 1.79748, -3.49283], [1.39694, 2.02458, -1.11423], [-0.36542, 2.23282, -1.15479], [0.25879, 0.11662, -0.17418], [1.99202, -0.86889, -1.51317], [0.45219, -1.72550, -1.71884], [0.05063, -0.77461, -3.86086], [1.75359, -1.25822, -3.85212]], "forces_ev_per_a": [[-0.3967, 0.0845, 0.0125], [1.1505, 0.7691, -0.3759], [-0.3346, -0.2392, -0.3835], [-0.1714, -0.2314, 0.5875], [-1.9532, 1.2959, -0.0410], [1.2257, -1.4005, 0.9209], [-0.7668, -0.7940, 0.2243], [0.5641, -0.0251, -0.1219], [-0.2961, -0.1998, -0.0218], [0.4246, 0.2548, -0.1506], [-0.1773, -0.2527, -0.0252], [0.3285, 0.6318, -0.0539], [-0.0402, -0.2297, -0.1771], [-0.2158, -0.2509, -0.2034], [0.4108, -0.2894, 0.0591], [0.4693, 0.1475, 0.0567], [0.1153, 0.5445, 0.0534], [-0.2484, 0.2222, -0.2123], [0.0487, -0.0453, 0.3088], [-0.0217, -0.2271, 0.0733], [0.4136, 0.2445, 0.5291], [-1.2544, -0.1433, -0.5747], [0.5269, -0.2759, 0.4671], [-0.1261, 0.1729, 0.1089], [0.0864, 0.0180, 0.0321], [-0.1896, -0.0320, -0.0302], [-0.1559, -0.0529, 0.0638], [0.0127, -0.0057, -0.0176], [0.0116, 0.1520, -0.1598], [0.2285, -0.0135, -0.0518], [0.2422, 0.1135, -0.7158], [0.0145, -0.0968, -0.2359], [0.2136, 0.1427, -0.0208], [0.0317, 0.0254, -0.0062], [-0.1710, -0.0142, 0.0815]], "mulliken_charge": [-0.285, 0.662, -0.294, -0.288, -0.448, -0.626, 1.076, -0.425, -0.575, -0.312, -0.501, -0.388, 0.425, 0.374, 0.373, 0.380, 0.367, 0.457, -0.604, -0.703, -0.502, -0.142, -0.518, -0.727, 0.296, 0.289, 0.321, 0.326, 0.272, 0.347, 0.104, 0.271, 0.341, 0.334, 0.322], "lumo_ev": -2.27, "molar_mass_g_mol": 308.445, "multiplicity": 1, "energy_ha": -2002.9982, "de_lowest_kcal_mol": 0.0}


3.
{"formula": "C19H26N2O3", "method": "ωB97M-V/def2-TZVPD", "symbols": ["C", "H", "C", "C", "O", "C", "C", "C", "H", "H", "C", "N", "C", "O", "C", "C", "C", "C", "C", "C", "H", "H", "O", "C", "N", "C", "C", "H", "H", "H", "C", "H", "H", "H", "H", "H", "C", "H", "H", "H", "H", "H", "H", "H", "H", "H", "H", "H", "H", "H"], "xyz": [[-7.68352, -0.68727, 0.94490], [-7.69035, -1.69050, 0.52442], [-6.28848, -0.08206, 0.85959], [-5.81355, 0.00496, -0.59370], [-4.57377, 0.65201, -0.76080], [-3.42625, -0.07301, -0.34952], [-2.81225, 0.52422, 0.93072], [-1.89731, 1.68814, 0.56508], [-2.46307, 2.38986, -0.04832], [-1.56358, 2.21326, 1.46042], [-0.67481, 1.16083, -0.20107], [-1.04020, -0.00695, -0.97538], [-0.35735, -1.17663, -0.98757], [-0.82967, -2.20229, -1.44650], [1.04000, -1.14838, -0.44927], [1.97745, -0.26026, -0.95484], [3.27167, -0.35758, -0.46789], [3.60325, -1.32580, 0.50269], [2.67513, -2.22016, 1.00031], [1.39204, -2.11717, 0.49830], [0.62876, -2.80263, 0.83342], [2.94375, -2.96339, 1.73337], [4.92374, -1.18198, 0.78199], [5.33146, -0.15598, -0.01229], [4.41236, 0.35770, -0.75429], [6.74985, 0.28769, 0.07853], [6.84186, 1.44650, 1.07834], [6.24344, 2.28415, 0.72872], [7.87531, 1.76894, 1.17694], [6.47836, 1.14019, 2.05674], [7.26069, 0.71046, -1.29634], [6.62896, 1.49954, -1.69361], [8.28250, 1.07323, -1.21954], [7.23761, -0.12783, -1.98780], [7.33659, -0.55552, 0.45792], [1.72429, 0.46640, -1.70909], [-2.38871, 0.01365, -1.49078], [-2.55354, 0.94981, -2.03027], [-2.50150, -0.82356, -2.17994], [-0.28288, 1.94208, -0.86453], [0.11439, 0.88220, 0.50043], [-3.61367, 0.86716, 1.58436], [-2.24174, -0.24513, 1.45503], [-3.69262, -1.12232, -0.17231], [-6.51971, 0.60594, -1.17371], [-5.77623, -1.00460, -1.02950], [-5.59001, -0.69363, 1.43502], [-6.29217, 0.92241, 1.28770], [-8.39772, -0.08030, 0.39335], [-8.00879, -0.74643, 1.98054]], "forces_ev_per_a": [[0.2332, 0.0730, 0.0258], [-0.0770, -0.1239, -0.0291], [0.0442, -0.0005, -0.3200], [-0.2148, -0.0232, 0.2687], [0.2906, 0.1379, -0.1171], [0.2624, -0.0497, 0.1373], [-0.1361, 0.1070, -0.1940], [0.0005, -0.2054, 0.0676], [0.0162, 0.1007, 0.0168], [0.0006, 0.0843, -0.0594], [0.1729, 0.3973, 0.2104], [-0.1264, 0.0211, -0.0536], [0.1382, 0.0137, -0.0552], [-0.0554, -0.2993, 0.0524], [0.1487, -0.1843, -0.0474], [0.1234, -0.1317, 0.1556], [-0.0756, -0.8098, 0.7617], [-0.9234, 0.5200, -0.7357], [0.3951, 0.0119, 0.1288], [-0.1158, 0.0847, -0.0800], [-0.0568, -0.0835, 0.0132], [-0.0070, -0.0984, 0.0899], [0.2345, -0.2475, 0.3101], [-0.1806, 0.2735, -0.4441], [0.6121, 0.3528, -0.2058], [0.0970, 0.0358, 0.1097], [0.0243, -0.2007, -0.0095], [-0.0495, 0.0962, -0.0237], [0.0912, 0.0556, 0.0339], [-0.0195, 0.0400, 0.1108], [-0.0669, -0.1469, 0.1472], [-0.0230, 0.0853, -0.0760], [0.0929, 0.0386, 0.0045], [0.0117, -0.0351, -0.1190], [-0.0597, 0.0576, -0.0434], [-0.0607, 0.1362, -0.0936], [-0.4400, -0.2261, -0.1488], [-0.0165, -0.0073, 0.0186], [-0.0300, 0.1815, 0.0270], [0.0587, -0.0280, 0.0984], [-0.1165, 0.0977, -0.0907], [-0.0236, -0.1054, 0.0390], [-0.0081, -0.0375, 0.0745], [-0.0136, 0.0612, -0.0479], [-0.0351, -0.1347, 0.0243], [-0.0237, 0.0667, -0.0102], [0.0594, 0.0466, 0.0484], [0.0860, 0.0134, 0.0278], [-0.1343, 0.0320, -0.0467], [-0.1044, -0.0432, 0.0485]], "mulliken_charge": [-1.378, 0.355, -0.043, -0.628, -0.382, 0.469, -0.843, -0.874, 0.366, 0.443, -0.760, 0.188, 0.338, -0.667, 0.258, -0.410, 0.748, 0.806, -1.470, -0.455, 0.481, 0.435, -0.461, 0.425, -0.625, 0.511, -1.419, 0.341, 0.389, 0.372, -1.430, 0.328, 0.409, 0.357, 0.246, 0.530, -1.549, 0.391, 0.382, 0.151, 0.527, 0.471, 0.398, 0.350, 0.351, 0.362, 0.231, 0.284, 0.340, 0.362], "lumo_ev": 0.79, "molar_mass_g_mol": 330.428, "multiplicity": 1, "smiles": "CCCO[C@@H]1CCCN(C(=O)c2ccc3oc(C(C)C)nc3c2)C1", "energy_ha": -1074.8576, "de_lowest_kcal_mol": 28.7}


4.
{"formula": "C22H41N2O7P", "method": "ωB97M-V/def2-TZVPD", "symbols": ["C", "C", "C", "C", "C", "C", "C", "C", "N", "C", "C", "N", "P", "O", "H", "H", "H", "H", "H", "H", "H", "H", "H", "H", "H", "H", "H", "H", "H", "H", "H", "O", "C", "O", "C", "C", "C", "H", "H", "H", "H", "H", "H", "H", "H", "O", "C", "O", "C", "C", "C", "H", "H", "H", "H", "H", "H", "H", "H", "O", "C", "O", "C", "C", "C", "H", "H", "H", "H", "H", "H", "H", "H"], "xyz": [[-0.55230, -0.14750, 1.16756], [-1.56410, -1.01073, 1.93605], [-2.99844, -0.45596, 1.92187], [-3.41865, 0.35848, 3.15739], [-2.34437, 1.26185, 3.79340], [-2.01223, 0.84941, 5.22769], [-0.99675, 1.76441, 5.94316], [-1.42555, 3.16690, 5.82721], [-1.75676, 4.25962, 5.75032], [0.48688, 1.59833, 5.49046], [0.97091, 2.60745, 4.54905], [1.35085, 3.39716, 3.81330], [0.85376, -0.05216, 4.78568], [0.57438, -1.17846, 5.70304], [-0.50874, -0.45396, 0.12051], [-0.84275, 0.90938, 1.17562], [0.46368, -0.21560, 1.56527], [-1.57796, -2.00793, 1.48705], [-1.23989, -1.15442, 2.97497], [-3.70166, -1.28923, 1.82715], [-3.13778, 0.15036, 1.01756], [-4.26744, 0.98651, 2.86951], [-3.80685, -0.32845, 3.91951], [-1.44190, 1.28433, 3.17177], [-2.70946, 2.29358, 3.82302], [-1.65738, -0.18604, 5.27529], [-2.93741, 0.88426, 5.81369], [-1.00651, 1.53790, 7.01231], [1.13091, 1.63491, 6.37750], [0.19619, -0.07305, 3.54782], [2.20800, 0.07598, 4.43113], [1.35519, -1.14785, -1.50299], [2.28477, -0.47759, -1.13135], [2.64425, -0.55639, 0.16083], [3.77723, 0.13726, 0.70290], [3.46071, 1.58178, 1.02478], [2.98101, 0.49124, -2.05220], [4.64623, 0.04012, 0.05046], [3.99826, -0.41483, 1.61578], [3.22422, 2.16044, 0.13196], [4.30998, 2.05116, 1.52215], [2.59545, 1.63685, 1.68625], [2.35945, 1.38708, -2.10524], [3.02351, 0.04434, -3.04299], [3.98376, 0.77383, -1.74455], [-0.42961, -3.06308, -7.32721], [0.12987, -3.42825, -6.32845], [0.58755, -2.49500, -5.47062], [1.19205, -2.81865, -4.20758], [2.65575, -3.17680, -4.34961], [0.37553, -4.89404, -6.04845], [0.62588, -3.60089, -3.70142], [1.08785, -1.91656, -3.61270], [2.80363, -4.07451, -4.95137], [3.08817, -3.35149, -3.36354], [3.19637, -2.35943, -4.82841], [1.24745, -5.20425, -6.62500], [-0.48431, -5.44933, -6.41368], [0.54536, -5.13814, -5.00455], [-0.07307, 3.32413, -1.28406], [-0.92160, 2.64925, -1.80546], [-0.68075, 1.33436, -1.95596], [-1.63287, 0.40147, -2.48016], [-1.66191, 0.39918, -3.99407], [-2.20593, 3.24314, -2.33262], [-2.61897, 0.57479, -2.04486], [-1.27627, -0.56095, -2.11565], [-1.98828, 1.35889, -4.39627], [-2.34420, -0.37104, -4.35506], [-0.66882, 0.18299, -4.38833], [-1.99604, 3.68304, -3.30786], [-2.50540, 4.04163, -1.65869], [-3.02214, 2.53474, -2.44003]], "forces_ev_per_a": [[-0.2582, 0.1402, -0.0814], [-0.0144, -0.0664, -0.0199], [-0.0353, -0.0478, -0.0856], [-0.1258, 0.0525, -0.0357], [0.0413, 0.1980, -0.0465], [-0.1596, 0.0466, -0.0333], [-0.1208, 0.0247, -0.0178], [0.2548, -0.3822, 0.1961], [-0.1536, 0.3328, -0.0331], [0.2072, 0.1575, -0.0642], [-0.3167, -0.2886, 0.4099], [0.2193, 0.2088, -0.3872], [0.2200, -0.6144, 0.2256], [-0.0934, 0.1172, -0.0334], [0.0806, 0.0688, 0.1151], [0.0967, -0.0805, 0.0232], [-0.0786, -0.1100, -0.1704], [0.1004, 0.0383, 0.1201], [-0.1818, -0.1063, -0.1121], [0.0089, 0.0947, -0.0192], [0.0973, -0.0351, 0.0799], [-0.0015, -0.1235, 0.0775], [0.1224, 0.0403, -0.0479], [-0.1056, 0.0136, 0.1324], [0.0845, -0.0756, -0.0672], [-0.0511, 0.0930, 0.0545], [0.0896, -0.0534, -0.0368], [-0.0612, -0.1276, -0.1072], [-0.0582, 0.1219, -0.0925], [0.1625, 0.1829, 0.1584], [0.0151, 0.1936, -0.0893], [0.0643, -0.1113, 0.0081], [-0.1817, 0.2557, 0.0150], [0.0872, -0.1658, -0.0552], [0.0334, 0.1242, 0.1239], [-0.1251, -0.0077, -0.0347], [0.1013, -0.0815, -0.0104], [-0.0556, -0.0362, -0.0620], [0.0338, 0.0043, -0.0129], [0.0238, -0.0137, 0.0018], [-0.0034, -0.0096, 0.0184], [0.0254, 0.0515, 0.0264], [-0.0180, 0.0054, 0.0114], [-0.0619, 0.0179, -0.0097], [-0.0272, 0.0184, 0.0143], [0.0062, -0.0377, 0.0815], [0.0737, 0.0327, -0.1122], [-0.0755, 0.0054, 0.0219], [0.0476, 0.0113, -0.0257], [0.0061, -0.0153, -0.0718], [-0.0870, 0.0152, 0.0711], [-0.0132, -0.0196, -0.0104], [-0.0452, -0.0046, 0.0037], [-0.0106, -0.0072, 0.0324], [-0.0048, 0.0147, 0.0074], [0.0053, -0.0005, 0.0113], [0.0037, 0.0072, -0.0002], [0.0186, 0.0061, -0.0484], [0.0253, 0.0036, 0.0068], [-0.0386, -0.0413, -0.0447], [0.0649, 0.0383, -0.0375], [0.1271, -0.0049, 0.0798], [-0.0200, -0.1246, -0.1085], [0.0521, 0.0729, 0.0076], [-0.0498, -0.0384, 0.1136], [0.0137, 0.0375, -0.0005], [0.0026, 0.0060, 0.0234], [-0.0253, -0.0114, 0.0079], [0.0049, -0.0093, 0.0064], [-0.0118, -0.0210, -0.0063], [-0.0014, -0.0028, -0.0072], [0.0375, 0.0298, -0.0251], [0.0133, -0.0070, -0.0228]], "mulliken_charge": [-0.555, -0.401, -0.454, -1.133, 0.304, -1.519, 0.357, -0.109, -0.485, 0.206, -0.077, -0.460, 0.239, -0.700, -0.099, 0.214, 0.261, 0.552, 0.214, 0.384, 0.126, 0.370, 0.394, -0.087, 0.522, 0.343, 0.556, 0.399, 0.517, -0.101, 0.131, -0.518, 0.948, -0.301, -0.563, -0.782, -1.227, 0.379, 0.348, 0.264, 0.419, 0.148, 0.194, 0.266, 0.463, -0.584, 0.690, -0.344, 0.448, -1.140, -0.888, 0.292, -0.363, 0.362, 0.321, 0.336, 0.255, 0.309, 0.310, -0.579, 0.798, -0.035, -0.357, -1.308, -1.186, 0.375, 0.322, 0.361, 0.389, 0.275, 0.287, 0.359, 0.346], "lumo_ev": 0.47, "molar_mass_g_mol": 476.551, "multiplicity": 1, "smiles": "CCCCCC[C@H](C#N)[C@H](C#N)[PH2]=O.CCOC(C)=O.CCOC(C)=O.CCOC(C)=O", "energy_ha": -1840.4111}